[1]
ORCA calculation (the ωB97M-V functional and the def2-TZVPD basis) on one molecule with the formula C4H12N2S.

```
19
Properties=species:S:1:pos:R:3
N -0.996 0.175 2.105
C -0.112 -0.562 1.200
C -0.660 -0.522 -0.229
N -1.122 -1.793 -0.798
C 0.345 0.055 -1.205
C 0.695 1.530 -1.011
S 2.101 1.933 0.070
H -0.571 0.417 2.985
H -1.887 -0.292 2.210
H 0.826 -0.020 1.233
H 0.099 -1.597 1.509
H -1.559 0.107 -0.233
H -0.358 -2.443 -0.973
H -1.791 -2.238 -0.182
H 0.029 -0.130 -2.237
H 1.220 -0.575 -1.160
H -0.164 2.009 -0.525
H 0.821 2.071 -1.928
H 3.086 1.875 -0.830
```

2S+1	1
ΔE to the lowest compared entry with this formula, charge and spin	30.1	kJ/mol
largest force on an atom	0.93	eV/A
highest occupied orbital energy	-8.98	eV
LUMO level	0.9342	eV



[2]
ORCA calculation (the ωB97M-V functional and the def2-TZVPD basis) on a 2-piece molecular cluster, C13H14N2O overall at a distorted geometry.

```
30
Properties=species:S:1:pos:R:3
N 1.370 -0.365 -2.046
C 2.171 -0.166 -0.986
O 1.632 0.230 0.108
C 3.582 -0.367 -1.099
C 4.081 -0.790 -2.309
C 3.206 -1.011 -3.388
C 1.857 -0.744 -3.210
H 4.173 -0.139 -0.218
H 5.138 -0.960 -2.431
H 3.525 -1.353 -4.358
H 1.163 -0.829 -4.029
C -2.068 -0.549 -0.985
N -1.130 0.145 -0.073
C -1.522 0.312 1.283
C -2.881 0.544 1.570
C -3.262 0.765 2.897
C -2.288 0.588 3.900
C -0.932 0.339 3.614
C -0.538 0.304 2.284
C -0.118 0.883 -0.560
H -2.702 -1.219 -0.379
H -2.722 0.216 -1.471
H -1.521 -1.191 -1.687
H -3.606 0.623 0.743
H -4.322 1.025 3.132
H -2.624 0.594 4.935
H -0.200 0.152 4.383
H 0.494 0.243 1.966
H 0.226 1.741 0.041
H -0.181 0.980 -1.628
```

2S+1	1
ΔE to the lowest compared entry with this formula, charge and spin	167.2	kJ/mol
largest force on an atom	2.07	eV/A
highest occupied orbital energy	-7.74	eV
LUMO level	0.5402	eV



[3]
ORCA calculation (the ωB97M-V functional and the def2-TZVPD basis) on C94H58Br3F3O21 as an isolated structure at a distorted geometry.

```
179
Properties=species:S:1:pos:R:3
C 1.021 -4.882 -5.115
C 0.211 -6.169 -5.014
O 1.210 -7.160 -5.170
C 2.418 -6.636 -5.420
O 3.384 -7.250 -5.720
O 2.366 -5.284 -5.360
F -0.738 -6.350 -5.964
H 1.164 -4.358 -4.168
H 0.457 -4.238 -5.795
H -0.303 -6.294 -4.057
C -3.571 3.392 -3.936
C -4.351 2.079 -3.805
O -5.638 2.679 -3.680
C -5.553 3.777 -2.955
O -6.391 4.290 -2.286
O -4.290 4.294 -3.139
F -3.917 1.440 -2.687
H -3.549 3.659 -5.000
H -2.528 3.274 -3.644
H -4.314 1.382 -4.637
C -4.413 -0.797 -7.215
C -4.088 -1.817 -8.294
O -2.807 -2.256 -7.929
C -2.284 -1.513 -6.935
O -1.169 -1.531 -6.544
O -3.253 -0.693 -6.442
F -3.932 -1.072 -9.453
H -5.205 -1.001 -6.481
H -4.690 0.180 -7.617
H -4.853 -2.566 -8.476
C 0.249 -1.459 -2.681
C -0.147 -0.390 -3.509
C -0.228 0.879 -3.024
C 0.024 1.084 -1.656
C 0.302 0.034 -0.798
C 0.449 -1.250 -1.341
C 0.736 0.284 0.621
O 0.977 -0.599 1.401
C 0.917 1.721 1.005
C 1.466 1.915 2.286
C 1.825 3.180 2.682
C 1.791 4.229 1.746
C 1.183 4.054 0.529
C 0.721 2.782 0.158
C 0.025 2.531 -1.152
O -0.291 3.423 -1.902
H 0.379 -2.454 -3.087
H -0.285 -0.652 -4.549
H -0.410 1.687 -3.719
H 0.832 -2.038 -0.704
H 1.598 1.037 2.901
H 2.295 3.319 3.648
H 2.110 5.213 2.060
H 1.166 4.932 -0.104
C 2.170 5.356 -3.629
C 3.098 5.877 -4.505
C 3.392 7.243 -4.485
C 2.692 8.073 -3.621
C 1.791 7.561 -2.671
C 1.506 6.210 -2.741
C 1.273 8.385 -1.509
O 0.695 7.816 -0.613
C 1.712 9.803 -1.472
C 1.292 10.581 -0.377
C 1.551 11.951 -0.365
C 2.231 12.494 -1.451
C 2.723 11.738 -2.505
C 2.475 10.365 -2.499
C 3.025 9.510 -3.615
O 3.718 10.066 -4.442
H 2.012 4.287 -3.652
H 3.633 5.262 -5.217
H 4.069 7.743 -5.166
H 0.879 5.746 -1.990
H 0.850 10.155 0.512
H 1.074 12.479 0.449
H 2.338 13.573 -1.435
H 3.143 12.363 -3.278
C -6.619 -9.965 -2.247
C -6.769 -9.811 -3.600
C -6.030 -8.798 -4.240
C -5.356 -7.819 -3.548
C -5.199 -8.010 -2.146
C -5.893 -9.030 -1.509
C -4.257 -7.119 -1.355
O -4.174 -7.347 -0.164
C -3.692 -5.980 -2.064
C -2.801 -5.122 -1.379
C -2.128 -4.093 -2.016
C -2.369 -3.878 -3.366
C -3.112 -4.804 -4.102
C -3.821 -5.804 -3.450
C -4.612 -6.766 -4.290
O -4.619 -6.773 -5.499
H -7.055 -10.864 -1.829
H -7.136 -10.521 -4.328
H -6.192 -8.681 -5.304
H -5.727 -9.119 -0.445
H -2.702 -5.333 -0.322
H -1.462 -3.429 -1.482
H -2.066 -2.981 -3.894
H -3.369 -4.561 -5.125
C 6.721 -1.233 7.091
C 5.490 -1.645 6.623
C 4.969 -0.925 5.550
C 5.719 0.055 4.917
C 7.016 0.428 5.425
C 7.475 -0.210 6.575
C 7.717 1.659 4.953
O 8.735 2.003 5.502
C 7.062 2.412 3.805
C 7.685 3.513 3.270
C 7.056 4.333 2.338
C 5.845 3.939 1.783
C 5.245 2.778 2.268
C 5.808 2.041 3.320
C 5.165 0.809 3.777
O 4.116 0.445 3.265
H 7.056 -1.783 7.968
H 4.926 -2.516 6.922
H 4.019 -1.190 5.096
H 8.421 0.053 7.023
H 8.706 3.757 3.538
H 7.640 5.166 1.969
H 5.362 4.557 1.040
H 4.342 2.347 1.858
C -6.952 0.190 8.353
C -5.937 1.073 8.630
C -4.806 1.229 7.801
C -4.671 0.405 6.695
C -5.686 -0.544 6.419
C -6.872 -0.499 7.145
C -5.533 -1.564 5.336
O -6.416 -2.316 4.994
C -4.276 -1.501 4.510
C -4.060 -2.324 3.427
C -2.848 -2.399 2.777
C -1.838 -1.503 3.085
C -2.139 -0.507 4.000
C -3.338 -0.488 4.734
C -3.460 0.495 5.847
O -2.542 1.228 6.152
H -7.798 0.021 9.004
H -5.915 1.720 9.499
H -4.177 2.078 8.022
H -7.617 -1.233 6.859
H -4.795 -3.101 3.242
H -2.684 -3.294 2.187
H -0.848 -1.545 2.651
H -1.449 0.318 4.130
C -1.009 -5.533 3.864
C -1.193 -6.162 2.663
C -0.556 -5.764 1.505
C 0.349 -4.712 1.587
C 0.687 -4.134 2.854
C -0.044 -4.539 3.997
C 1.868 -3.244 3.003
O 2.078 -2.595 4.009
C 2.846 -3.184 1.879
C 4.003 -2.441 1.954
C 4.902 -2.313 0.891
C 4.499 -2.823 -0.331
C 3.297 -3.530 -0.432
C 2.405 -3.677 0.618
C 1.078 -4.334 0.372
O 0.835 -4.687 -0.765
H -1.703 -5.753 4.665
H -1.671 -7.137 2.660
H -0.776 -6.225 0.552
H 0.073 -4.028 4.943
H 4.427 -1.993 2.844
H 5.835 -1.781 1.003
H 5.137 -2.610 -1.180
H 3.038 -3.877 -1.425
C 3.815 8.169 3.396
Br 5.190 8.978 4.506
Br 2.883 6.737 4.348
Br 4.677 7.485 1.760
H 3.133 8.906 2.996
```

2S+1	1
largest force on an atom	3.32	eV/A
highest occupied orbital energy	-9.52	eV
LUMO level	-1.2897	eV



[4]
ORCA calculation (the ωB97M-V functional and the def2-TZVPD basis) on C34H56AlB2N2O2P2 as an isolated structure at a distorted geometry.

```
99
Properties=species:S:1:pos:R:3
Al -16.472 -3.470 -12.976
C -20.105 -7.583 -14.337
C -19.397 -7.813 -12.993
C -18.857 -9.235 -12.979
C -20.513 -7.607 -11.955
P -18.008 -6.476 -12.690
C -16.677 -7.207 -13.901
N -16.436 -6.270 -14.990
B -16.322 -4.786 -14.692
N -16.621 -4.219 -16.047
C -17.057 -2.837 -16.133
P -17.646 -2.215 -14.448
C -17.389 -0.329 -14.282
C -18.026 0.178 -12.974
C -18.044 0.406 -15.473
C -15.876 -0.049 -14.223
C -19.518 -2.684 -14.460
C -19.927 -2.968 -13.014
C -20.398 -1.569 -15.018
C -19.842 -3.954 -15.265
C -17.075 -5.209 -16.907
C -17.716 -5.106 -18.152
C -18.178 -6.253 -18.806
C -17.967 -7.525 -18.223
C -17.345 -7.612 -16.966
C -16.937 -6.462 -16.271
C -17.328 -6.745 -10.854
C -18.149 -5.812 -9.960
C -15.879 -6.285 -10.766
C -17.426 -8.171 -10.348
H -20.966 -8.285 -14.427
H -20.556 -6.572 -14.357
H -19.468 -7.687 -15.230
H -19.724 -9.935 -13.004
H -18.234 -9.456 -13.876
H -18.255 -9.469 -12.087
H -21.407 -8.244 -12.194
H -20.237 -7.845 -10.911
H -20.864 -6.555 -12.000
H -15.743 -7.281 -13.294
H -16.982 -8.212 -14.231
H -16.241 -2.181 -16.473
H -17.910 -2.694 -16.824
H -19.128 0.042 -12.950
H -17.545 -0.299 -12.093
H -17.841 1.275 -12.913
H -19.151 0.459 -15.401
H -17.643 1.451 -15.499
H -17.780 -0.073 -16.442
H -15.448 -0.546 -13.349
H -15.337 -0.396 -15.131
H -15.715 1.038 -14.095
H -19.762 -2.112 -12.325
H -21.016 -3.207 -13.031
H -19.429 -3.867 -12.612
H -20.388 -0.666 -14.378
H -20.099 -1.300 -16.064
H -21.458 -1.929 -15.058
H -19.261 -4.830 -14.937
H -20.935 -4.160 -15.101
H -19.693 -3.824 -16.368
H -17.816 -4.101 -18.594
H -18.711 -6.151 -19.768
H -18.256 -8.442 -18.731
H -17.137 -8.572 -16.481
H -18.177 -4.785 -10.369
H -19.195 -6.186 -9.833
H -17.628 -5.757 -8.986
H -15.759 -5.262 -11.191
H -15.559 -6.243 -9.708
H -15.178 -7.013 -11.248
H -18.464 -8.572 -10.353
H -16.760 -8.830 -10.946
H -17.039 -8.228 -9.306
C -10.779 -7.326 -8.679
C -10.177 -5.974 -9.143
C -9.983 -5.074 -7.907
C -8.840 -6.210 -9.854
C -11.181 -5.345 -10.122
C -11.328 -5.910 -11.422
C -12.254 -5.439 -12.353
C -13.107 -4.428 -11.932
O -14.084 -3.787 -12.662
B -14.827 -2.866 -11.709
O -14.006 -2.973 -10.468
C -13.004 -3.864 -10.652
C -12.012 -4.279 -9.767
H -10.057 -7.852 -8.016
H -11.008 -7.998 -9.541
H -11.728 -7.150 -8.109
H -9.251 -5.541 -7.220
H -10.935 -4.953 -7.353
H -9.610 -4.082 -8.201
H -8.024 -6.444 -9.124
H -8.514 -5.303 -10.412
H -8.878 -7.060 -10.558
H -10.662 -6.736 -11.657
H -12.361 -5.792 -13.374
H -11.960 -3.799 -8.789
```

2S+1	1
ΔE to the lowest compared entry with this formula, charge and spin	118.5	kJ/mol
largest force on an atom	4.50	eV/A
highest occupied orbital energy	-10.24	eV
LUMO level	-3.9922	eV
charge	+1